Here is a molecular structure, C3HN3O from OMol25. Energies are from wB97M-V/def2-TZVPD.

```
! wB97M-V def2-TZVPD RIJCOSX def2/J DEFGRID3
* xyz 0 1
C 2.06 0.12 1.01
C 0.98 0.20 0.57
C -0.36 0.24 0.03
H 3.01 -0.15 1.38
N -1.50 0.74 0.09
N -2.16 0.31 -0.80
N -1.57 -0.69 -1.45
O -0.46 -0.77 -0.83
*
```

Values from the calculation:
**Orbital gap**: 10.50 eV
**Energy relative to the best compared isomer or geometry (same formula, charge and spin)**: 377.1 kJ/mol
**Electronic energy**: -354.2234 a.u.
**HOMO**: -0.394 Eh



Here is a molecular structure, C23H41LuN2P3Se from OMol25. Energies are from wB97M-V/def2-TZVPD.

```
! wB97M-V def2-TZVPD RIJCOSX def2/J DEFGRID3
* xyz 3 1
Lu -0.33 0.63 -0.29
P -2.31 -1.70 0.03
P 2.10 0.06 1.83
P 1.42 -1.14 -1.48
H -2.61 2.64 -3.13
C -3.05 1.75 -3.59
C -3.41 0.67 -2.88
H -3.18 0.54 -1.80
C -3.77 -1.79 1.09
C -0.98 -2.47 0.99
C -2.56 -2.84 -1.35
C 3.72 0.95 1.68
C 1.84 0.33 3.64
C 2.75 -1.67 1.99
C 0.90 -1.63 -3.17
C 2.05 -2.82 -1.05
C 3.01 -0.29 -1.78
H -3.35 1.84 -4.66
H -4.08 -0.07 -3.33
H -4.61 -1.23 0.66
H -3.55 -1.38 2.08
H -4.07 -2.85 1.20
H -0.39 -1.75 1.57
H -0.26 -3.04 0.39
H -1.47 -3.14 1.71
H -3.33 -2.48 -2.04
H -2.90 -3.81 -0.93
H -1.63 -3.01 -1.91
H 4.33 0.73 2.57
H 3.53 2.03 1.63
H 4.27 0.65 0.78
H 2.81 0.40 4.14
H 1.26 -0.49 4.09
H 1.29 1.27 3.79
H 3.42 -1.75 2.86
H 3.33 -1.96 1.10
H 1.92 -2.38 2.11
H 1.78 -2.06 -3.68
H 0.51 -0.79 -3.76
H 0.11 -2.40 -3.11
H 2.70 -3.15 -1.88
H 1.22 -3.53 -0.94
H 2.63 -2.83 -0.14
H 3.39 -0.59 -2.77
H 3.76 -0.57 -1.01
H 2.91 0.81 -1.77
C 0.83 2.69 -1.40
C -0.20 2.07 -2.19
C 0.04 1.80 -3.56
C 1.17 2.32 -4.18
C 2.14 2.96 -3.40
C 2.01 3.12 -2.04
Se 0.75 2.99 0.49
H -2.24 -0.21 -0.36
H -1.23 1.95 -1.76
H -0.69 1.23 -4.16
H 1.29 2.23 -5.26
H 3.02 3.35 -3.88
H 2.77 3.63 -1.45
N -1.98 -0.87 6.37
C -1.78 -0.17 5.45
C -1.62 0.73 4.31
C -1.85 2.10 4.44
C -1.98 2.84 3.26
C -1.87 2.17 2.04
N -1.34 0.93 1.93
C -1.23 0.20 3.07
H -1.97 2.53 5.43
H -2.14 3.91 3.29
H -2.18 2.65 1.09
H -0.85 -0.83 3.02
*
```

Values from the calculation:
**Orbital gap**: 5.59 eV
**Energy relative to the best compared isomer or geometry (same formula, charge and spin)**: 148.7 kJ/mol
**Electronic energy**: -5670.4903 a.u.
**HOMO**: -0.598 Eh



Here is 2 unconnected molecules or ions with the total composition C2H8N3O2 from OMol25. Energies are from wB97M-V/def2-TZVPD.

```
! wB97M-V def2-TZVPD RIJCOSX def2/J DEFGRID3
* xyz 1 1
C 1.68 -0.16 -0.04
C -1.80 -0.36 -0.41
N 2.88 0.44 0.14
N 0.57 0.40 -0.22
N -2.48 0.70 -0.01
O 1.64 -1.49 -0.16
O -1.59 -1.38 0.32
H -1.48 -0.37 -1.39
H 2.76 1.34 0.53
H 3.65 -0.24 0.34
H 0.60 1.37 0.01
H -2.94 1.16 0.75
H 0.74 -1.56 -0.45
H -2.17 1.52 -0.56
H -2.06 -1.38 1.15
*
```

Values from the calculation:
**Orbital gap**: 9.37 eV
**Energy relative to the best compared isomer or geometry (same formula, charge and spin)**: 198.8 kJ/mol
**Electronic energy**: -395.4816 a.u.
**HOMO**: -0.492 Eh